[1]
This record from OMol25 describes a molecular structure, C35H49BClN7O4PS2W. The level of theory is ωB97M-V/def2-TZVPD.

strongest force on any atom	0.88	eV/A
spin multiplicity	2
E	-3737.413962	Eh
ΔE to the lowest compared entry with this formula, charge and spin	144.7	kJ/mol
HOMO-LUMO gap (alpha / beta)	6.321 / 6.213	eV

Element x y z (Å)
W  0.26  0.14  0.25
C  1.49  3.05  -3.75
C  1.40  3.39  -2.26
C  2.68  2.95  -1.55
C  0.03  3.00  -1.72
C  -1.05  3.82  -2.08
C  -2.16  3.25  -1.51
N  -1.78  2.16  -0.86
N  -0.44  1.97  -0.97
B  -2.72  1.25  -0.04
N  -2.32  1.35  1.44
C  -3.04  1.72  2.49
C  -2.24  1.66  3.61
C  -0.99  1.23  3.14
N  -1.06  1.05  1.81
C  0.23  1.00  3.98
C  0.57  2.25  4.80
C  0.03  -0.18  4.93
N  -2.65  -0.20  -0.55
C  -3.72  -0.90  -0.95
C  -3.30  -2.17  -1.27
C  -1.92  -2.18  -1.03
N  -1.53  -0.96  -0.60
C  -1.08  -3.40  -1.35
C  0.26  -3.56  -0.65
C  -1.89  -4.68  -1.12
H  2.38  3.52  -4.18
H  1.57  1.97  -3.90
H  0.62  3.40  -4.30
H  1.37  4.48  -2.19
H  2.74  1.88  -1.43
H  3.53  3.27  -2.16
H  2.79  3.43  -0.57
H  -0.99  4.72  -2.67
H  -3.20  3.55  -1.52
H  -3.84  1.65  -0.18
H  -4.08  2.00  2.38
H  -2.51  1.89  4.63
H  1.06  0.77  3.32
H  -0.19  2.42  5.57
H  1.53  2.13  5.30
H  0.61  3.15  4.18
H  -0.80  0.02  5.62
H  -0.20  -1.09  4.39
H  0.93  -0.35  5.52
H  -4.69  -0.44  -0.97
H  -3.91  -2.98  -1.62
H  -0.87  -3.33  -2.42
H  0.13  -3.88  0.38
H  0.83  -4.34  -1.16
H  0.86  -2.65  -0.66
H  -2.29  -4.70  -0.10
H  -2.73  -4.78  -1.80
H  -1.25  -5.55  -1.25
C  4.26  -2.24  -3.52
C  3.55  -2.79  -4.75
O  2.36  -2.05  -5.06
P  1.01  -2.40  -4.22
S  0.52  -0.56  -3.25
S  1.68  -0.51  -1.49
O  0.00  -2.20  -5.49
C  -1.41  -2.16  -5.28
C  -2.09  -2.57  -6.57
H  5.17  -2.81  -3.33
H  3.61  -2.30  -2.64
H  4.52  -1.19  -3.67
H  3.31  -3.85  -4.62
H  4.18  -2.69  -5.63
H  -1.70  -1.15  -4.99
H  -1.69  -2.84  -4.46
H  -1.77  -1.93  -7.38
H  -3.17  -2.49  -6.46
H  -1.84  -3.60  -6.82
Cl  1.95  -6.15  4.48
C  1.62  -4.66  3.66
C  2.67  -3.86  3.22
C  2.41  -2.68  2.55
C  1.10  -2.26  2.27
O  0.95  -1.15  1.60
C  0.04  -3.06  2.77
C  -1.39  -2.73  2.65
O  -1.86  -1.71  2.20
C  0.33  -4.25  3.44
H  3.69  -4.17  3.40
H  3.23  -2.06  2.21
H  -2.06  -3.52  3.03
H  -0.50  -4.87  3.79
C  4.65  4.03  3.07
C  3.65  3.16  2.36
C  2.37  3.62  2.07
C  1.46  2.78  1.45
N  1.76  1.53  1.08
C  3.00  1.10  1.33
C  3.95  1.86  1.97
H  4.54  5.07  2.78
H  5.67  3.71  2.86
H  4.50  3.97  4.15
H  2.06  4.62  2.34
H  0.46  3.13  1.22
H  3.23  0.10  0.97
H  4.94  1.45  2.13

[2]
This record from OMol25 describes a molecular structure, C7H28BaO7. The level of theory is ωB97M-V/def2-TZVPD.

strongest force on any atom	1.02	eV/A
spin multiplicity	1
E	-835.173014	Eh
ΔE to the lowest compared entry with this formula, charge and spin	40.1	kJ/mol
HOMO-LUMO gap	11.260	eV
net charge	+2

Element x y z (Å)
Ba  -0.52  0.36  -0.37
C  -2.22  2.59  2.25
O  -1.26  1.54  1.98
H  -3.10  2.18  2.76
H  -1.77  3.34  2.89
H  -2.67  3.02  1.35
H  -0.88  1.37  2.85
C  1.40  -2.80  -0.75
O  0.74  -2.02  0.26
H  1.93  -2.18  -1.47
H  2.13  -3.45  -0.26
H  0.70  -3.45  -1.28
H  0.88  -2.46  1.10
C  -2.44  -2.78  -2.04
O  -1.35  -1.84  -2.03
H  -2.13  -3.78  -1.73
H  -3.23  -2.40  -1.41
H  -2.83  -2.89  -3.06
H  -0.72  -2.16  -2.69
C  1.07  3.49  -0.84
O  -0.25  3.09  -0.43
H  1.51  2.77  -1.52
H  1.04  4.46  -1.33
H  1.71  3.58  0.03
H  -0.63  3.80  0.09
C  2.71  -0.03  -2.83
O  1.34  0.28  -2.53
H  3.32  0.01  -1.92
H  2.82  -1.03  -3.23
H  3.14  0.72  -3.49
H  0.93  0.63  -3.33
C  2.09  1.41  2.14
O  1.92  0.58  0.97
H  1.96  2.47  1.92
H  1.41  1.06  2.91
H  3.11  1.32  2.51
H  2.77  0.21  0.73
C  -2.32  -2.08  2.23
O  -2.29  -1.25  1.03
H  -3.11  -2.82  2.21
H  -1.36  -2.58  2.23
H  -2.38  -1.43  3.10
H  -3.17  -0.84  0.98

[3]
This record from OMol25 describes 9 unconnected molecules or ions with the total composition C48H102O6. The level of theory is ωB97M-V/def2-TZVPD.

strongest force on any atom	3.99	eV/A
spin multiplicity	1
E	-2341.537307	Eh
HOMO-LUMO gap	10.380	eV

Element x y z (Å)
O  -6.63  -10.52  25.57
C  -5.98  -9.85  24.81
C  -6.36  -9.24  23.52
C  -5.28  -8.16  23.35
C  -4.11  -8.79  24.04
O  -4.67  -9.62  25.08
H  -6.25  -10.03  22.76
H  -7.39  -8.87  23.52
H  -4.99  -8.00  22.30
H  -5.59  -7.30  23.91
H  -3.64  -9.42  23.28
H  -3.43  -8.07  24.47
O  -8.90  -7.87  25.09
C  -10.12  -7.73  24.86
C  -11.21  -7.75  25.91
C  -12.40  -7.17  25.22
C  -12.14  -7.47  23.77
O  -10.69  -7.65  23.65
H  -11.36  -8.84  26.11
H  -10.97  -7.22  26.82
H  -13.31  -7.63  25.57
H  -12.34  -6.12  25.34
H  -12.72  -8.31  23.42
H  -12.43  -6.59  23.18
O  -10.39  -15.18  24.95
C  -9.75  -14.39  25.59
C  -10.16  -13.09  26.26
C  -8.93  -12.73  27.10
C  -7.80  -13.40  26.35
O  -8.42  -14.52  25.73
H  -10.34  -12.29  25.54
H  -11.05  -13.23  26.87
H  -8.75  -11.67  27.14
H  -8.98  -13.10  28.15
H  -7.39  -12.70  25.64
H  -7.01  -13.59  27.07
C  -8.05  -5.34  22.18
C  -6.67  -4.72  22.14
C  -6.60  -3.21  22.20
C  -7.20  -2.45  21.02
C  -7.05  -0.92  21.13
C  -8.04  -0.23  22.11
H  -8.60  -5.00  21.32
H  -8.59  -5.06  23.09
H  -7.98  -6.43  22.15
H  -6.08  -5.18  22.93
H  -6.14  -4.96  21.20
H  -5.59  -2.88  22.33
H  -7.15  -2.86  23.08
H  -6.73  -2.80  20.08
H  -8.27  -2.69  20.84
H  -6.02  -0.85  21.50
H  -7.07  -0.43  20.15
H  -9.08  -0.35  21.85
H  -7.90  -0.54  23.18
H  -7.90  0.84  22.04
C  0.34  -13.82  26.42
C  0.59  -12.88  27.61
C  0.15  -11.45  27.33
C  -1.31  -11.24  26.93
C  -1.72  -9.77  27.04
C  -0.79  -8.86  26.18
H  0.76  -14.80  26.62
H  0.94  -13.35  25.63
H  -0.67  -13.94  26.08
H  0.00  -13.28  28.45
H  1.61  -12.95  27.94
H  0.80  -10.98  26.60
H  0.41  -10.90  28.21
H  -1.54  -11.68  25.96
H  -1.90  -11.83  27.65
H  -2.75  -9.71  26.67
H  -1.70  -9.45  28.07
H  -0.64  -9.17  25.15
H  -1.16  -7.85  26.09
H  0.17  -8.82  26.70
C  -2.54  -5.25  24.18
C  -3.11  -4.29  25.23
C  -4.30  -4.87  26.02
C  -3.86  -5.93  27.05
C  -5.01  -6.49  27.84
C  -4.54  -7.44  28.95
H  -1.95  -4.72  23.45
H  -3.35  -5.75  23.66
H  -2.01  -6.04  24.72
H  -2.31  -3.98  25.96
H  -3.45  -3.36  24.79
H  -5.03  -5.33  25.33
H  -4.83  -4.08  26.54
H  -3.43  -6.77  26.47
H  -3.11  -5.49  27.68
H  -5.53  -5.66  28.30
H  -5.77  -7.04  27.22
H  -5.36  -7.70  29.62
H  -4.10  -8.34  28.50
H  -3.79  -6.90  29.56
C  -13.87  -10.23  19.32
C  -12.77  -10.16  20.39
C  -12.68  -11.47  21.21
C  -11.63  -11.52  22.29
C  -10.21  -11.29  21.77
C  -9.16  -11.53  22.80
H  -14.74  -10.61  19.87
H  -13.61  -11.01  18.60
H  -14.15  -9.33  18.79
H  -11.76  -9.99  20.01
H  -12.92  -9.30  21.08
H  -12.56  -12.29  20.48
H  -13.65  -11.68  21.70
H  -11.87  -10.89  23.12
H  -11.73  -12.56  22.68
H  -10.04  -11.88  20.86
H  -10.09  -10.24  21.44
H  -9.29  -10.95  23.73
H  -9.07  -12.58  23.06
H  -8.15  -11.26  22.49
C  -6.75  -14.43  22.53
C  -5.62  -13.57  23.20
C  -4.46  -13.40  22.23
C  -3.40  -12.39  22.79
C  -2.09  -12.31  21.97
C  -1.09  -11.45  22.75
H  -6.38  -15.43  22.31
H  -7.24  -14.05  21.65
H  -7.53  -14.58  23.26
H  -6.06  -12.62  23.49
H  -5.27  -14.00  24.12
H  -4.90  -13.04  21.31
H  -4.04  -14.38  22.01
H  -3.86  -11.41  22.79
H  -3.24  -12.63  23.84
H  -1.65  -13.31  21.79
H  -2.35  -11.82  21.03
H  -1.19  -11.54  23.84
H  -0.06  -11.64  22.49
H  -1.29  -10.40  22.61
C  -3.12  -2.72  20.28
C  -3.08  -4.18  20.79
C  -3.10  -5.23  19.69
C  -2.99  -6.57  20.38
C  -2.96  -7.74  19.39
C  -3.28  -9.05  20.06
H  -2.27  -2.60  19.60
H  -2.98  -2.01  21.10
H  -4.01  -2.49  19.69
H  -2.17  -4.24  21.41
H  -3.89  -4.30  21.53
H  -2.28  -5.09  19.00
H  -4.04  -5.17  19.13
H  -2.11  -6.60  21.03
H  -3.83  -6.60  21.09
H  -3.63  -7.56  18.52
H  -1.96  -7.75  18.96
H  -2.65  -9.19  20.94
H  -4.31  -8.96  20.40
H  -3.13  -9.94  19.44

[4]
This record from OMol25 describes a molecular structure, C5H7BrN2. The level of theory is ωB97M-V/def2-TZVPD.

strongest force on any atom	4.93	eV/A
spin multiplicity	1
E	-2878.173631	Eh
ΔE to the lowest compared entry with this formula, charge and spin	109.5	kJ/mol
HOMO-LUMO gap	8.846	eV

Element x y z (Å)
C  2.24  -1.24  -0.07
C  1.30  -0.29  -0.49
C  0.54  -1.31  1.29
C  -1.35  1.41  -1.00
C  -1.26  0.80  0.34
N  1.73  -1.83  1.05
N  0.24  -0.36  0.37
Br  -2.78  -0.31  0.81
H  3.14  -1.57  -0.42
H  1.39  0.17  -1.39
H  -0.05  -1.62  2.18
H  -2.30  1.90  -0.92
H  -0.54  2.21  -1.17
H  -1.27  0.62  -1.78
H  -1.03  1.41  1.21

[5]
This record from OMol25 describes a single C22H36N2O2 molecule. The level of theory is ωB97M-V/def2-TZVPD.

strongest force on any atom	0.48	eV/A
spin multiplicity	1
E	-1119.906218	Eh
ΔE to the lowest compared entry with this formula, charge and spin	144.8	kJ/mol
HOMO-LUMO gap	9.309	eV

Element x y z (Å)
C  0.35  -2.19  8.11
C  0.09  -0.70  7.93
C  -0.31  -0.36  6.49
C  -0.57  1.13  6.32
N  -0.86  1.49  4.95
C  -2.14  1.09  4.42
C  0.08  2.15  4.23
O  1.13  2.54  4.72
C  -0.23  2.39  2.78
C  -0.33  3.70  2.31
C  -0.55  3.92  0.96
C  -0.64  2.86  0.07
C  -0.52  1.55  0.53
O  -0.60  0.43  -0.22
C  -0.71  0.51  -1.63
C  0.63  0.86  -2.29
C  0.50  0.79  -3.81
N  0.08  -0.54  -4.21
C  0.21  -0.79  -5.64
C  1.24  -1.89  -5.94
C  2.61  -1.47  -5.42
C  1.31  -2.10  -7.46
C  0.82  -3.19  -5.26
C  -1.22  -0.85  -3.66
C  -1.16  -0.85  -2.14
C  -0.32  1.33  1.90
H  1.15  -2.52  7.45
H  -0.54  -2.76  7.87
H  0.63  -2.41  9.13
H  0.99  -0.14  8.19
H  -0.71  -0.38  8.60
H  0.50  -0.66  5.81
H  -1.20  -0.93  6.22
H  0.31  1.70  6.61
H  -1.41  1.44  6.95
H  -2.15  0.04  4.12
H  -2.90  1.23  5.20
H  -2.40  1.70  3.56
H  -0.24  4.52  3.00
H  -0.64  4.93  0.59
H  -0.80  3.07  -0.97
H  -1.47  1.26  -1.91
H  1.37  0.12  -1.96
H  0.97  1.85  -1.98
H  1.46  1.01  -4.26
H  -0.23  1.56  -4.14
H  -0.76  -1.09  -6.06
H  0.51  0.13  -6.16
H  2.95  -0.56  -5.90
H  3.35  -2.25  -5.61
H  2.56  -1.30  -4.35
H  2.03  -2.88  -7.70
H  0.34  -2.40  -7.85
H  1.61  -1.19  -7.96
H  1.54  -3.98  -5.45
H  0.75  -3.04  -4.19
H  -0.15  -3.53  -5.63
H  -1.51  -1.84  -4.01
H  -1.99  -0.13  -4.00
H  -2.14  -1.10  -1.72
H  -0.44  -1.60  -1.80
H  -0.21  0.31  2.24

[6]
This record from OMol25 describes a molecular structure, C16H30BBeFN2O12. The level of theory is ωB97M-V/def2-TZVPD.

strongest force on any atom	3.19	eV/A
spin multiplicity	2
E	-1779.561429	Eh
HOMO-LUMO gap (alpha / beta)	3.371 / 6.906	eV
net charge	-1

Element x y z (Å)
Be  0.88  0.17  0.14
O  -1.01  1.23  -0.99
C  -1.88  1.88  -1.55
O  -3.17  1.71  -1.47
B  -3.85  2.57  -2.46
O  -2.84  3.61  -2.81
C  -1.68  3.17  -2.47
O  -0.63  3.71  -2.73
O  -5.05  3.14  -1.84
C  -6.09  2.61  -2.47
O  -7.25  2.91  -2.25
C  -5.64  1.68  -3.58
O  -4.31  1.74  -3.62
O  -6.33  1.13  -4.43
F  1.69  1.76  -1.61
C  -2.73  0.14  1.39
O  -1.33  0.46  1.52
C  -1.17  1.48  2.49
C  0.15  1.29  3.25
N  1.32  1.63  2.37
C  2.54  1.00  2.92
C  3.67  1.10  1.83
O  3.36  0.50  0.62
C  4.38  0.52  -0.37
H  -2.90  -0.44  0.48
H  -3.43  0.97  1.30
H  -3.06  -0.46  2.24
H  -1.91  1.36  3.28
H  -1.30  2.48  2.08
H  0.22  0.30  3.70
H  0.21  1.88  4.16
H  1.52  2.62  2.42
H  2.48  -0.03  3.27
H  2.87  1.67  3.72
H  4.65  0.79  2.19
H  3.79  2.15  1.58
H  4.70  1.50  -0.72
H  4.21  -0.09  -1.25
H  5.34  0.11  -0.04
C  -1.33  -1.86  -1.65
O  -0.78  -1.67  -0.36
C  -0.66  -2.98  0.23
C  0.01  -2.81  1.60
N  1.18  -1.89  1.60
C  2.42  -2.35  0.90
C  2.45  -2.63  -0.65
O  1.95  -1.48  -1.29
C  2.09  -1.51  -2.71
H  -2.38  -2.12  -1.50
H  -0.84  -2.65  -2.22
H  -1.26  -0.91  -2.18
H  -0.16  -3.61  -0.50
H  -1.67  -3.38  0.31
H  0.32  -3.79  1.98
H  -0.83  -2.63  2.27
H  1.50  -1.83  2.55
H  2.68  -3.31  1.34
H  3.21  -1.69  1.23
H  1.82  -3.49  -0.89
H  3.45  -2.79  -1.06
H  1.35  -0.85  -3.17
H  2.01  -2.54  -3.07
H  3.08  -1.19  -3.04